1.
Here is a molecular structure, C48H42BeF3N2O2S3 from the OMol25 dataset. Energies are from ωB97M-V/def2-TZVPD.

Summary:
Net charge = +1
Strongest force on any atom = 0.42 eV Å⁻¹
Kohn-Sham gap = 8.3 eV
Calculated total energy = -98588.1154 eV

Element x y z (Å)
Be (-0.5186, -0.3240, 0.1666)
C (-5.7416, -5.8661, -2.1704)
C (-4.5650, -4.9764, -1.8954)
C (-4.7191, -3.7711, -1.2181)
C (-3.6300, -2.9458, -0.9772)
C (-2.3814, -3.3321, -1.4287)
C (-2.1932, -4.5345, -2.0979)
C (-3.2883, -5.3452, -2.3257)
S (-0.9521, -2.3225, -1.1369)
O (0.2134, -3.2142, -0.9736)
C (-0.8345, -1.3805, -2.6554)
C (-2.0464, -0.8423, -3.1518)
C (-2.0184, 0.0779, -4.1504)
C (-0.7849, 0.5488, -4.6639)
C (-0.7481, 1.5502, -5.6621)
C (0.4454, 2.0264, -6.1238)
C (1.6540, 1.5184, -5.6058)
C (1.6475, 0.5391, -4.6533)
C (0.4250, 0.0239, -4.1560)
C (0.3869, -0.9940, -3.1432)
C (1.6977, -1.6066, -2.7724)
C (2.2910, -2.4932, -3.7233)
C (1.5860, -2.9362, -4.8719)
C (2.1703, -3.7927, -5.7596)
C (3.4901, -4.2466, -5.5542)
C (4.1925, -3.8376, -4.4586)
C (3.6108, -2.9557, -3.5171)
C (4.3291, -2.5215, -2.3763)
C (3.7404, -1.7143, -1.4545)
C (2.4077, -1.2788, -1.6484)
S (1.6660, -0.2814, -0.3721)
O (2.0434, 1.1344, -0.4994)
C (2.4725, -0.9564, 1.0638)
C (2.3140, -2.2935, 1.4016)
C (2.9023, -2.7508, 2.5669)
C (3.6395, -1.8987, 3.3913)
C (4.2537, -2.4146, 4.6609)
C (3.7768, -0.5655, 3.0193)
C (3.1913, -0.0825, 1.8574)
H (-6.6190, -5.5504, -1.6089)
H (-5.5193, -6.9004, -1.9078)
H (-5.9962, -5.8457, -3.2316)
H (-5.7006, -3.4759, -0.8688)
H (-3.7614, -2.0056, -0.4541)
H (-1.1996, -4.8286, -2.4120)
H (-3.1530, -6.2872, -2.8430)
H (-2.9922, -1.1600, -2.7371)
H (-2.9408, 0.4853, -4.5459)
H (-1.6848, 1.9361, -6.0457)
H (0.4686, 2.7950, -6.8850)
H (2.5964, 1.9093, -5.9659)
H (2.5857, 0.1670, -4.2651)
H (0.5736, -2.5948, -5.0416)
H (1.6204, -4.1266, -6.6296)
H (3.9417, -4.9207, -6.2699)
H (5.2050, -4.1830, -4.2906)
H (5.3517, -2.8500, -2.2402)
H (4.2859, -1.4034, -0.5744)
H (1.7443, -2.9590, 0.7636)
H (2.7926, -3.7932, 2.8411)
H (4.6582, -3.4169, 4.5230)
H (3.5055, -2.4688, 5.4543)
H (5.0577, -1.7654, 5.0040)
H (4.3523, 0.1070, 3.6437)
H (3.2923, 0.9534, 1.5605)
F (-3.0669, 7.1680, -4.3362)
C (-3.9801, 6.1944, -4.1863)
F (-5.0830, 6.7518, -3.6675)
F (-4.2963, 5.7641, -5.4226)
C (-3.4564, 5.0702, -3.3378)
C (-4.2445, 4.5060, -2.3486)
C (-3.7532, 3.4499, -1.5984)
C (-2.4726, 2.9552, -1.8325)
C (-1.6839, 3.5351, -2.8344)
C (-2.1757, 4.5865, -3.5828)
C (-1.9288, 1.8566, -1.0912)
C (-1.3552, 0.9207, -0.5724)
H (-5.2384, 4.8895, -2.1649)
H (-4.3707, 3.0039, -0.8303)
H (-0.6869, 3.1529, -3.0085)
H (-1.5632, 5.0384, -4.3522)
C (-3.9248, 1.4175, 1.9205)
N (-2.9270, 0.5018, 2.4677)
C (-3.4107, -0.8604, 2.6642)
C (-1.6165, 0.7801, 2.4328)
S (-0.4485, -0.5022, 2.1975)
N (-1.1960, 2.0254, 2.6196)
C (-1.9673, 3.0194, 3.3612)
C (0.1386, 2.4797, 2.2251)
H (-4.4864, 0.8810, 1.1537)
H (-3.4332, 2.2575, 1.4414)
H (-4.6171, 1.7678, 2.6872)
H (-4.4033, -0.8034, 3.1095)
H (-2.7523, -1.4081, 3.3287)
H (-3.4762, -1.3972, 1.7148)
H (-2.7602, 2.5376, 3.9251)
H (-2.3902, 3.7781, 2.7017)
H (-1.2887, 3.5082, 4.0596)
H (0.5248, 1.8879, 1.4031)
H (0.8224, 2.4294, 3.0743)
H (0.0496, 3.5140, 1.8951)


2.
Here is a molecular structure, C29H29CoN5O5PS5Sb from the OMol25 dataset. Energies are from ωB97M-V/def2-TZVPD.

Summary:
Net charge = -1
Strongest force on any atom = 0.57 eV Å⁻¹
Multiplicity = 5
Kohn-Sham gap (alpha / beta) = 7.3 / 6.6 eV
Calculated total energy = -155862.6052 eV

Element x y z (Å)
Co (0.4729, -0.4037, 0.8861)
S (-2.1726, 1.9102, -3.6977)
Sb (-3.6714, 1.2389, -2.0013)
S (-0.6409, 1.0163, -0.5817)
S (-2.6479, -0.7867, -2.5176)
S (-2.3745, 1.9343, 0.0783)
N (0.6721, 1.8488, 0.1357)
P (1.6077, 2.5459, -0.9682)
C (0.7699, 3.8462, -1.8860)
C (1.0345, 4.1015, -3.2289)
C (0.3109, 5.0728, -3.9033)
C (-0.6844, 5.7781, -3.2422)
C (-0.9530, 5.5230, -1.9049)
C (-0.2281, 4.5588, -1.2242)
C (2.3257, 1.4598, -2.2305)
C (3.7001, 1.2553, -2.3217)
C (4.2111, 0.3541, -3.2459)
C (3.3529, -0.3522, -4.0768)
C (1.9821, -0.1413, -3.9999)
C (1.4652, 0.7674, -3.0897)
C (2.9999, 3.2448, -0.0684)
C (3.4253, 2.6190, 1.1014)
C (4.5345, 3.1049, 1.7775)
C (5.2174, 4.2122, 1.2914)
C (4.7890, 4.8414, 0.1307)
C (3.6803, 4.3583, -0.5498)
H (1.7882, 3.5281, -3.7534)
H (0.5075, 5.2607, -4.9512)
H (-1.2682, 6.5166, -3.7783)
H (-1.7453, 6.0572, -1.3959)
H (-0.4569, 4.3278, -0.1922)
H (4.3777, 1.7856, -1.6627)
H (5.2820, 0.2010, -3.3116)
H (3.7518, -1.0645, -4.7888)
H (1.3065, -0.6817, -4.6507)
H (0.3930, 0.9362, -3.0589)
H (2.8762, 1.7626, 1.4734)
H (4.8652, 2.6191, 2.6871)
H (6.0826, 4.5892, 1.8220)
H (5.3154, 5.7099, -0.2440)
H (3.3411, 4.8511, -1.4537)
N (2.2390, -0.9135, -0.0228)
C (3.2056, -1.5395, 0.0655)
N (4.2894, -2.2490, 0.1791)
C (4.9012, -2.4467, 1.5021)
C (6.0164, -1.4307, 1.6599)
O (6.9622, -1.5429, 0.6072)
C (6.3684, -1.3428, -0.6675)
C (5.2528, -2.3408, -0.9294)
H (5.2811, -3.4677, 1.5057)
H (4.1372, -2.3424, 2.2721)
H (6.5614, -1.5958, 2.5886)
H (5.5969, -0.4130, 1.6709)
H (7.1650, -1.4624, -1.4015)
H (5.9761, -0.3168, -0.7327)
H (5.6154, -3.3686, -0.9328)
H (4.7383, -2.1306, -1.8659)
O (-0.7026, -0.7443, 3.5203)
N (-0.3034, -0.2344, 2.5366)
N (-0.4545, -2.3615, 0.4053)
C (0.5272, -3.4020, 0.3145)
C (1.0471, -3.9662, 1.4738)
C (2.1108, -4.8598, 1.3957)
C (2.6611, -5.1935, 0.1671)
C (2.1125, -4.6576, -0.9917)
C (1.0519, -3.7637, -0.9223)
S (4.1338, -6.2166, 0.0808)
O (5.2240, -5.2356, 0.1417)
O (4.0669, -7.0693, 1.2531)
O (4.0477, -6.8937, -1.1998)
H (-1.1359, -2.5269, 1.1363)
H (-0.9636, -2.2166, -0.4638)
H (0.6320, -3.6895, 2.4380)
H (2.5238, -5.3106, 2.2899)
H (2.5273, -4.9528, -1.9480)
H (0.6394, -3.3260, -1.8258)


3.
Here is 2 unconnected molecules or ions with the total composition CH5P3 at a distorted geometry from the OMol25 dataset. Energies are from ωB97M-V/def2-TZVPD.

Summary:
Strongest force on any atom = 2.47 eV Å⁻¹
Kohn-Sham gap (alpha / beta) = 7.1 / 8.4 eV
Calculated total energy = -28980.4126 eV

Element x y z (Å)
C (1.6435, -0.0243, 1.2405)
P (-2.3936, -0.2773, -0.6259)
P (-0.6484, 0.6908, -1.3195)
P (-0.5722, -1.4466, -1.1201)
H (2.3176, 0.7392, 0.8888)
H (1.6362, -0.8715, 0.6330)
H (1.1954, -0.0025, 2.2412)
H (-2.3357, 0.3046, 0.6843)
H (-0.8428, 0.8876, -2.6223)


4.
Here is 7 unconnected molecules or ions with the total composition C13H40N2O7 at a distorted geometry from the OMol25 dataset. Energies are from ωB97M-V/def2-TZVPD.

Summary:
SMILES string = NC(N)=O.CCO.CCO.CCO.CCO.CCO.CCO
Strongest force on any atom = 3.18 eV Å⁻¹
Kohn-Sham gap = 9.6 eV
Calculated total energy = -31440.4812 eV

Element x y z (Å)
N (-15.9457, -11.9843, 4.2488)
C (-16.0796, -10.6017, 4.3576)
N (-15.3513, -10.0065, 5.2764)
O (-16.7018, -10.0239, 3.4836)
H (-15.7295, -12.5650, 5.0103)
H (-16.8182, -12.4265, 3.8540)
H (-15.3656, -8.9777, 5.4099)
H (-14.4689, -10.4645, 5.5354)
C (-19.2488, -6.4773, 0.2361)
C (-18.3659, -6.0998, -0.9905)
O (-19.0440, -5.8189, -2.2195)
H (-19.9131, -5.6020, 0.4998)
H (-18.5705, -6.6452, 1.0042)
H (-19.8937, -7.4024, 0.0643)
H (-17.5751, -6.7861, -1.1951)
H (-17.8148, -5.2433, -0.6910)
H (-19.8219, -5.2654, -2.0420)
C (-18.2701, -4.3866, 8.8084)
C (-19.4429, -5.1715, 8.3243)
O (-18.9883, -6.1531, 7.3739)
H (-18.6488, -3.8002, 9.6525)
H (-17.8059, -3.7249, 8.0682)
H (-17.5238, -5.1060, 9.1594)
H (-20.2655, -4.5484, 7.9869)
H (-19.8099, -5.7012, 9.2369)
H (-19.7628, -6.6220, 7.0378)
C (-14.2675, -7.6499, 9.3426)
C (-15.6995, -7.4473, 9.0574)
O (-15.9848, -6.7354, 7.8957)
H (-13.6371, -6.8025, 9.2626)
H (-13.8572, -8.4437, 8.6975)
H (-14.0397, -7.9209, 10.3657)
H (-16.1514, -6.9618, 9.9516)
H (-16.0508, -8.4482, 9.0420)
H (-16.9375, -6.7202, 7.6582)
C (-16.7150, -6.6855, 3.4188)
C (-16.4843, -6.5473, 4.8895)
O (-15.2108, -7.1638, 5.2470)
H (-17.4995, -6.0321, 3.0546)
H (-17.0300, -7.7815, 3.1756)
H (-15.7985, -6.4361, 2.8131)
H (-17.1871, -7.1235, 5.3551)
H (-16.5718, -5.4872, 5.1590)
H (-14.9809, -6.8861, 6.1756)
C (-14.0193, -8.3533, 1.0725)
C (-13.7177, -8.2080, -0.3644)
O (-12.3617, -7.8712, -0.5096)
H (-15.0506, -8.6531, 1.2097)
H (-13.9753, -7.4037, 1.5160)
H (-13.4309, -8.9770, 1.6901)
H (-14.2165, -7.4347, -0.8709)
H (-14.0218, -9.2089, -0.7721)
H (-12.0272, -7.9900, -1.4302)
C (-17.5455, -10.0968, 0.0235)
C (-18.0774, -11.3924, 0.6407)
O (-18.3762, -11.4151, 2.0315)
H (-16.6553, -9.7927, 0.5704)
H (-18.2175, -9.2716, 0.1683)
H (-17.2468, -10.0583, -1.0401)
H (-17.2492, -12.0421, 0.4985)
H (-18.9584, -11.7048, 0.1156)
H (-17.8003, -10.8018, 2.5566)


5.
Here is a gas-phase ion, C6H13N2 (charge +1) at a distorted geometry from the OMol25 dataset. Energies are from ωB97M-V/def2-TZVPD.

Summary:
SMILES string = C[C@H]1CN(C)C=[N+]1C
Net charge = +1
Strongest force on any atom = 6.95 eV Å⁻¹
Kohn-Sham gap = 8.9 eV
Calculated total energy = -9403.8589 eV

Element x y z (Å)
C (-2.1301, -0.6698, 0.1324)
C (-0.7983, -0.3582, -0.5877)
C (-0.4166, 1.1002, -0.1601)
N (0.9196, 1.1605, 0.4063)
C (1.3555, 2.4247, 0.9107)
C (1.4863, 0.0098, 0.3260)
N (0.3551, -1.1262, -0.0644)
C (0.7570, -2.4794, -0.3303)
H (-2.4198, -1.6342, -0.2454)
H (-2.7289, 0.2237, -0.2200)
H (-1.8621, -0.7872, 1.2051)
H (-1.0513, -0.2957, -1.7182)
H (-0.7830, 1.7491, -0.9645)
H (-1.1367, 1.5604, 0.6801)
H (1.8909, 3.0994, 0.2046)
H (0.4802, 2.9778, 1.3610)
H (1.9615, 2.2287, 1.7369)
H (2.5098, -0.2424, 0.3352)
H (0.0279, -3.1089, 0.1781)
H (1.6916, -2.7637, 0.0753)
H (0.6623, -2.7508, -1.3910)


6.
Here is a molecular structure, C6H13N3O at a distorted geometry from the OMol25 dataset. Energies are from ωB97M-V/def2-TZVPD.

Summary:
Net charge = +2
Strongest force on any atom = 5.66 eV Å⁻¹
Kohn-Sham gap = 9.9 eV
Calculated total energy = -12931.3242 eV

Element x y z (Å)
C (-1.1302, 0.6378, -0.1091)
C (3.4691, 0.9480, 0.2917)
C (2.1545, 1.1037, 0.3903)
C (1.1805, 0.5237, -0.5188)
C (0.3479, -1.0978, 0.2734)
C (-3.4849, 0.5944, 0.6545)
N (-0.0333, 1.1989, -0.6323)
N (-2.3182, 1.1999, -0.0085)
N (0.6397, -2.3291, -0.4568)
O (-0.9920, -0.7682, 0.1437)
H (4.1527, 1.3038, 1.0782)
H (3.9570, 0.2867, -0.4748)
H (1.6612, 1.4946, 1.3081)
H (1.7067, -0.0225, -1.4079)
H (0.7986, -1.1022, 1.2272)
H (-4.3871, 0.5068, -0.0198)
H (-3.9285, 1.3355, 1.2918)
H (-3.1592, -0.2413, 1.2272)
H (-0.0162, 2.1303, -0.8601)
H (-2.3854, 2.1931, -0.2395)
H (1.3755, -2.0747, -1.1055)
H (-0.1759, -2.6500, -1.0339)
H (0.9076, -3.0823, 0.1321)


7.
Here is a molecular structure, C12H28ClIN2O10S at a distorted geometry from the OMol25 dataset. Energies are from ωB97M-V/def2-TZVPD.

Summary:
Strongest force on any atom = 4.34 eV Å⁻¹
Kohn-Sham gap = 7.4 eV
Calculated total energy = -67807.7327 eV

Element x y z (Å)
C (3.5117, -0.2383, 2.3870)
C (3.1456, -0.6806, 0.9029)
C (1.7441, -1.4013, 0.7116)
O (0.7138, -1.0189, 1.6709)
C (-0.4656, -0.6317, 1.0609)
C (-1.2692, -1.5408, 0.1325)
Cl (-0.6867, -3.2136, -0.2340)
C (-2.5220, -1.1567, -0.5061)
I (-3.5603, -2.5150, -1.8451)
C (-3.1077, 0.1932, -0.2281)
N (-4.3054, 0.6277, -0.7531)
S (-4.4075, 2.1481, -0.0297)
N (-3.0125, 2.3038, 0.8779)
C (-2.3321, 1.1017, 0.6971)
C (-1.0182, 0.6974, 1.3330)
O (-0.4343, 1.6416, 2.1513)
C (0.8704, 2.0501, 1.6914)
C (0.8628, 3.0804, 0.5071)
C (0.5695, 2.4651, -0.9182)
O (0.0255, 4.2380, 0.7737)
H (4.4329, -0.8150, 2.7264)
H (3.8307, 0.8444, 2.3386)
H (2.6953, -0.3695, 3.1416)
H (3.2116, 0.1687, 0.1658)
H (3.9371, -1.4238, 0.5809)
H (1.3845, -1.2866, -0.3487)
H (1.9228, -2.5114, 0.8550)
H (1.5640, 1.2043, 1.4390)
H (1.3533, 2.5830, 2.5657)
H (1.9166, 3.4974, 0.4592)
H (0.9072, 1.3877, -0.9537)
H (1.0616, 3.1014, -1.7004)
H (-0.5480, 2.4447, -1.0923)
H (0.3497, 4.9159, 0.1531)
O (4.8971, -2.6268, 3.2860)
H (5.4421, -3.3441, 2.9418)
H (4.0964, -3.0644, 3.5961)
O (1.8319, -2.9844, 3.6694)
H (0.8858, -3.1377, 3.7696)
H (1.8887, -2.3434, 2.9500)
O (-1.3983, -0.4693, -3.8261)
H (-1.6493, -0.7244, -4.7210)
H (-2.0948, -0.8463, -3.2705)
O (3.5019, 3.1938, -1.2709)
H (3.9337, 4.0477, -1.3935)
H (3.7825, 2.6783, -2.0364)
O (-4.0939, 4.8217, -2.5456)
H (-3.8671, 4.1835, -1.8587)
H (-5.0071, 4.6099, -2.7702)
O (-6.8569, -2.9536, -3.5203)
H (-5.9780, -2.9417, -3.1215)
H (-6.6855, -2.9066, -4.4678)
O (-2.0379, -5.6235, -2.1167)
H (-1.3549, -4.9895, -1.8704)
H (-1.5774, -6.4705, -2.1363)


8.
Here is a molecular structure, C25H29N7O3OsS2 at a distorted geometry from the OMol25 dataset. Energies are from ωB97M-V/def2-TZVPD.

Summary:
Net charge = +2
Strongest force on any atom = 1.95 eV Å⁻¹
Kohn-Sham gap (alpha / beta) = 5.6 / 5.6 eV
Calculated total energy = -67086.4256 eV

Element x y z (Å)
Os (-1.0674, -0.8083, 0.8202)
S (-0.1152, 1.3668, 1.6314)
C (0.6154, 1.1588, 0.1374)
N (1.1543, 1.9950, -0.7942)
N (0.9701, 3.2506, -0.6508)
C (1.5760, 4.1501, -1.4632)
C (2.4817, 3.7569, -2.4756)
C (3.0310, 4.7280, -3.2679)
C (2.6890, 6.0756, -3.0642)
C (1.7999, 6.4655, -2.0729)
C (1.2220, 5.5068, -1.2686)
N (0.6360, -0.1743, -0.1232)
N (-0.2088, -0.7331, -1.0326)
C (0.2543, -1.7526, -1.8345)
C (-0.7081, -2.5811, -2.4340)
C (-0.2957, -3.6089, -3.2577)
C (1.0618, -3.8009, -3.4989)
C (2.0142, -2.9663, -2.9147)
C (1.6233, -1.9424, -2.0775)
H (0.1400, 3.6887, -0.0013)
H (2.7133, 2.7113, -2.6080)
H (3.7248, 4.4678, -4.0539)
H (3.1257, 6.8291, -3.7050)
H (1.5500, 7.5082, -1.9480)
H (0.4971, 5.7599, -0.5067)
H (-1.7586, -2.3931, -2.2566)
H (-1.0250, -4.2523, -3.7284)
H (1.3801, -4.5979, -4.1555)
H (3.0632, -3.1239, -3.1197)
H (2.3440, -1.2802, -1.6210)
C (1.5552, -2.0429, 1.8715)
C (2.2248, -3.2338, 2.5972)
N (1.2217, -4.1333, 3.1379)
C (0.3478, -3.3895, 4.0215)
C (-0.4369, -2.3204, 3.2179)
N (0.0773, -2.2615, 1.8117)
C (-0.1679, -3.5881, 1.1717)
C (0.4501, -4.7082, 2.0523)
H (1.9078, -1.9429, 0.8474)
H (1.7109, -1.0905, 2.3802)
H (2.8562, -2.8790, 3.4109)
H (2.8568, -3.7951, 1.9101)
H (0.9509, -2.9224, 4.7993)
H (-0.3456, -4.0766, 4.5052)
H (-0.3341, -1.3207, 3.6463)
H (-1.4969, -2.5750, 3.1554)
H (0.2770, -3.5487, 0.1758)
H (-1.2508, -3.7062, 1.0619)
H (1.1013, -5.3400, 1.4494)
H (-0.3295, -5.3420, 2.4740)
N (-3.1482, -1.1223, 1.4676)
C (-3.2064, 0.2222, 0.9540)
C (-3.0061, 0.4111, -0.4126)
C (-2.7553, 1.7161, -0.8736)
C (-2.7014, 2.7494, 0.0148)
C (-3.0416, 2.5627, 1.3688)
C (-3.2888, 1.3045, 1.8492)
S (-1.9656, 4.2906, -0.4540)
O (-1.4115, 3.9960, -1.7622)
O (-0.8749, 4.3093, 0.5729)
O (-2.9393, 5.3202, -0.3208)
H (-3.4659, -1.1891, 2.4326)
H (-3.6679, -1.7949, 0.9041)
H (-3.1153, -0.4102, -1.1076)
H (-2.5404, 1.8981, -1.9169)
H (-3.0382, 3.4152, 2.0343)
H (-3.4976, 1.1338, 2.8972)


Repeat the third record exactly.
Here is 2 unconnected molecules or ions with the total composition CH5P3 at a distorted geometry from the OMol25 dataset. Energies are from ωB97M-V/def2-TZVPD.

Summary:
Strongest force on any atom = 2.47 eV Å⁻¹
Kohn-Sham gap (alpha / beta) = 7.1 / 8.4 eV
Calculated total energy = -28980.4126 eV

Element x y z (Å)
C (1.6435, -0.0243, 1.2405)
P (-2.3936, -0.2773, -0.6259)
P (-0.6484, 0.6908, -1.3195)
P (-0.5722, -1.4466, -1.1201)
H (2.3176, 0.7392, 0.8888)
H (1.6362, -0.8715, 0.6330)
H (1.1954, -0.0025, 2.2412)
H (-2.3357, 0.3046, 0.6843)
H (-0.8428, 0.8876, -2.6223)